# H36O18

A cluster of 18 separate species, H36O18 in total (the ωB97M-V functional and the def2-TZVPD basis, the Open Molecules 2025 dataset).

Properties
HOMO level (alpha / beta)	-12.043 / -12.043	eV
⟨S²⟩	0.755
LUMO level (alpha / beta)	-4.141 / -10.698	eV
energy relative to the best compared isomer or geometry (same formula, charge and spin)	61.98	kcal per mole
gap between HOMO and LUMO (alpha / beta)	7.902 / 1.345	eV
electronic energy	-37426.8186	eV

```
! RIJCOSX wB97M-V def2-TZVPD def2/J DEFGRID3
* xyz 1 2
O 0.569 -2.552 -4.517
H -0.283 -2.099 -4.601
H 1.125 -1.777 -4.680
O 0.847 -3.380 5.355
H 0.135 -3.175 4.747
H 1.403 -2.599 5.383
O -4.672 1.262 -2.191
H -4.122 0.761 -1.581
H -5.499 0.772 -2.182
O -2.293 -3.837 -0.340
H -1.910 -4.669 0.009
H -1.652 -3.097 -0.750
O -2.747 2.234 4.748
H -2.168 2.984 4.630
H -2.194 1.508 5.037
O -1.250 2.111 -2.827
H -1.309 2.599 -3.657
H -1.947 1.464 -3.000
O -3.188 -2.075 -1.631
H -3.686 -2.618 -0.997
H -3.895 -2.035 -2.297
O 5.018 1.970 1.624
H 4.960 2.572 0.880
H 5.254 1.112 1.268
O 4.139 -0.249 -3.380
H 4.096 -0.605 -4.273
H 4.252 -1.004 -2.795
O 3.435 -3.930 -0.538
H 3.712 -4.477 -1.279
H 3.553 -4.505 0.222
O -1.741 1.012 1.201
H -1.652 1.929 1.455
H -2.236 0.933 0.386
O -4.847 1.751 1.233
H -4.978 1.101 1.924
H -5.190 2.617 1.457
O -0.178 -2.606 -0.632
H 0.170 -2.955 -1.468
H -0.105 -1.645 -0.691
O 4.221 0.015 -0.370
H 3.466 0.419 -0.807
H 3.944 -0.826 -0.007
O 0.100 4.694 4.183
H -0.729 4.221 4.061
H 0.530 4.420 3.360
O 1.565 -0.194 -2.226
H 1.088 -1.027 -2.145
H 1.786 -0.351 -3.154
O 2.198 1.873 2.797
H 2.721 1.239 3.293
H 1.435 1.380 2.480
O -0.706 3.182 -0.643
H -0.323 2.340 -0.890
H -0.225 3.812 -1.184
*
```

Löwdin population analysis, charges in e, atoms 1 to 6:
1. O -0.047
2. H 0.047
3. H 0.032
4. O -0.052
5. H 0.021
6. H 0.031